# C5H10O

2 unconnected molecules or ions with the total composition C5H10O at a distorted geometry (ωB97M-V/def2-TZVPD, OMol25).

Last column: Mulliken charge in e.
Geometry (Å):
C -0.832 0.882 2.013  -1.271
C -0.305 0.727 0.588  -0.236
C 0.093 -0.687 0.270  -0.169
C 1.399 0.016 -2.128  -0.141
O 0.938 1.122 -2.269  -0.423
C -0.535 -1.473 -0.606  -0.837
H -0.071 0.556 2.734  0.330
H -1.728 0.267 2.162  0.332
H -1.098 1.924 2.232  0.350
H 0.566 1.384 0.455  0.302
H -1.072 1.071 -0.117  0.312
H 0.915 -1.101 0.863  0.299
H 1.026 -0.862 -2.704  0.281
H 2.342 -0.194 -1.553  0.270
H -0.225 -2.501 -0.785  0.327
H -1.414 -1.130 -1.155  0.274

Summary:
SMILES string: C=CCC.C=O
LUMO level, eV: 1.020
Strongest force on any atom, eV Å⁻¹: 1.05
Calculated total energy, hartree: -271.6880
HOMO energy, Eh: -0.361
Energy relative to the best compared isomer or geometry (same formula, charge and spin), kJ/mol: 169.7

***

# C29H20IrN5O5Se

A molecular structure, C29H20IrN5O5Se (ωB97M-V/def2-TZVPD, OMol25).

Last column: Mulliken charge in e.
Geometry (Å):
Ir -0.046 -0.162 -0.134  1.946
O 4.018 2.295 0.504  -0.719
C 4.060 2.176 1.845  0.397
C 5.177 2.723 2.480  -0.701
C 5.296 2.667 3.852  -0.273
C 4.302 2.068 4.624  -0.776
C 3.199 1.525 3.995  -0.489
C 3.055 1.557 2.607  0.470
C 1.849 0.951 1.964  0.729
O 1.885 0.821 0.672  -1.150
N 0.865 0.625 2.744  -0.806
N -0.209 0.082 2.009  0.213
C -1.297 0.031 2.674  0.038
C -2.590 -0.448 2.221  0.508
C -3.646 -0.359 3.143  -0.802
C -4.930 -0.728 2.822  -0.711
C -5.182 -1.193 1.523  -0.343
C -4.169 -1.295 0.603  -0.635
C -2.842 -0.942 0.929  0.575
O -1.903 -1.117 0.030  -0.703
H 3.202 1.834 0.202  0.352
H 5.941 3.174 1.862  0.420
H 6.175 3.087 4.327  0.365
H 4.395 2.022 5.701  0.374
H 2.412 1.049 4.566  0.427
H -1.234 0.410 3.694  0.317
H -3.421 0.016 4.136  0.328
H -5.727 -0.654 3.550  0.382
H -6.190 -1.475 1.239  0.361
H -4.349 -1.653 -0.403  0.410
O 0.991 -2.029 -0.521  -0.831
C 0.753 -2.723 -1.605  0.564
C 0.832 -4.134 -1.547  -0.603
C 0.631 -4.907 -2.663  -0.432
C 0.346 -4.323 -3.907  -0.674
C 0.267 -2.954 -3.979  -0.924
C 0.460 -2.135 -2.853  0.749
C 0.369 -0.707 -3.069  -0.328
N 0.462 0.201 -2.175  0.385
N 0.513 1.523 -2.649  -0.921
C 0.022 2.317 -1.740  0.436
O -0.527 1.969 -0.637  -0.820
C 0.110 3.792 -2.014  0.433
C -0.176 4.670 -0.978  -0.443
C -0.079 6.043 -1.176  -0.632
C 0.296 6.540 -2.415  -0.355
C 0.578 5.661 -3.455  -0.605
C 0.489 4.291 -3.255  -0.248
H 1.054 -4.575 -0.583  0.457
H 0.695 -5.986 -2.581  0.358
H 0.195 -4.934 -4.786  0.388
H 0.052 -2.473 -4.928  0.321
H 0.227 -0.353 -4.091  0.320
H -0.468 4.261 -0.021  0.417
H -0.293 6.722 -0.360  0.379
H 0.375 7.609 -2.571  0.366
H 0.873 6.045 -4.424  0.372
H 0.717 3.594 -4.051  0.437
Se 3.717 -1.615 0.217  0.307
C 5.423 -1.178 0.735  0.134
N 6.510 -0.945 1.059  -0.513

Summary:
LUMO level (spin up / spin down), eV: 2.621 / 0.069
Total charge: -1
Strongest force on any atom, eV Å⁻¹: 0.90
Calculated total energy, hartree: -4272.8104
HOMO energy (spin up / spin down), Eh: -0.170 / -0.200
Spin multiplicity: 6

***

Question: Look up the strongest force on any atom of the first one.
Answer: 1.05 eV Å⁻¹